1.
Formula: C9H10OS
Source: the Open Molecules 2025 dataset
Level of theory: the ωB97M-V functional and the def2-TZVPD basis

Results
DFT total energy in eV: -22374.76088
Spin multiplicity: 1
Charge: 0
Kohn-Sham gap in eV: 8.82
Relative energy (zero: lowest compared OMol25 entry of this formula, charge and spin) in eV: 1.825
HOMO in eV: -8.78
Lowest unoccupied orbital energy in eV: 0.04

Last column: natural (NBO) charge in e.
Geometry (Å):
H (1.6392, 2.2458, 2.1187)  0.22
H (-0.1636, 0.6001, 2.5229)  0.22
H (2.1334, 0.5233, -1.7294)  0.24
H (-2.0506, 0.6130, -3.0507)  0.27
C (1.7485, 0.5570, -0.7554)  -0.23
H (2.9818, 2.1473, -0.1058)  0.23
H (-1.2861, 0.8332, -1.3661)  0.23
H (-2.3290, -2.3401, 2.2954)  0.20
O (0.8249, -0.1301, -3.3491)  -0.97
S (0.0622, -0.8256, -2.3292)  1.27
C (0.4873, 0.5230, 1.6142)  -0.20
C (2.1371, 1.5242, 0.2062)  -0.20
H (-2.1695, -0.6154, -1.7291)  0.21
C (-1.1000, -1.2684, 0.9982)  -0.21
C (-1.4012, -1.7980, 2.2063)  -0.36
C (1.4815, 1.4694, 1.3851)  -0.20
H (-1.5694, -1.6672, 0.1841)  0.20
C (0.6956, -0.3065, -0.6097)  -0.20
C (-0.0087, -0.3956, 0.6795)  -0.08
C (-1.4495, 0.1815, -2.1756)  -0.84
H (-0.6639, -1.8709, 2.9895)  0.20

2.
Formula: C9H10S2Si
Source: the Open Molecules 2025 dataset
Level of theory: the ωB97M-V functional and the def2-TZVPD basis

Results
DFT total energy in eV: -39042.31059
SMILES: C[SiH](c1cccs1)c1cccs1
Spin multiplicity: 1
Charge: 0
Kohn-Sham gap in eV: 9.71
Relative energy (zero: lowest compared OMol25 entry of this formula, charge and spin) in eV: 0.000
HOMO in eV: -8.96
Lowest unoccupied orbital energy in eV: 0.75

Last column: natural (NBO) charge in e.
Geometry (Å):
H (5.0648, 1.1588, 0.1868)  0.24
H (-0.8569, -2.9364, -1.2990)  0.25
C (0.0425, -2.2803, -1.1778)  -1.06
H (-4.2742, 1.7804, -0.2714)  0.23
H (3.4166, 2.7418, -1.1829)  0.24
C (-3.6271, 1.0084, 0.0680)  -0.39
H (-2.1189, -1.1405, 2.2281)  0.23
C (3.9563, 1.0471, -0.0466)  -0.35
Si (0.2687, -1.1143, 0.3619)  1.37
H (0.9412, -2.7847, -1.3637)  0.23
C (1.8201, 1.2676, -0.6312)  -0.21
C (-2.4056, -0.4432, 1.4808)  -0.25
C (-1.4423, -0.2090, 0.5060)  -0.61
H (0.5218, -1.7627, 1.7556)  -0.15
S (-2.0973, 0.7881, -0.7773)  0.39
C (1.6205, 0.1022, 0.0010)  -0.63
H (-0.1192, -1.4162, -1.9422)  0.23
H (0.9223, 1.8062, -1.0588)  0.23
C (3.0976, 1.8348, -0.7059)  -0.30
C (-3.6186, 0.3870, 1.2841)  -0.25
S (3.2803, -0.4418, 0.6075)  0.35
H (-4.3926, 0.6066, 1.9769)  0.23

3.
Formula: C9H11BF2NO2Pt
Source: the Open Molecules 2025 dataset
Level of theory: the ωB97M-V functional and the def2-TZVPD basis

Results
DFT total energy in eV: -24458.24472
Spin multiplicity: 3
Charge: -1
Kohn-Sham gap (spin up / spin down) in eV: 6.13 / 7.69
HOMO (spin up / spin down) in eV: -3.11 / -4.84
Lowest unoccupied orbital energy (spin up / spin down) in eV: 3.02 / 2.85

Last column: natural (NBO) charge in e.
Geometry (Å):
F (-0.2849, -2.0749, -2.7798)  -0.57
C (-1.5188, 2.7616, -1.4848)  0.77
B (-1.2494, -1.8737, -1.8227)  0.77
H (-0.3619, -3.3223, 3.6638)  0.19
H (1.7143, 2.0661, -2.3728)  0.17
F (-2.1272, -2.9032, -1.8043)  -0.54
H (-0.2046, 3.1725, -3.1446)  0.21
H (-0.8451, 1.5198, -3.1252)  0.21
C (0.7915, -0.1679, 1.8010)  -0.23
H (2.1547, 0.1310, 3.4336)  0.19
H (1.4842, 0.0226, -0.9811)  0.39
H (0.7333, -0.1490, -2.4362)  0.40
C (-0.0307, -2.4285, 3.1457)  -0.23
N (0.7335, 0.3710, -1.5663)  -0.81
H (0.9081, 2.2997, -0.8216)  0.20
O (-1.7995, 3.9637, -1.4311)  -0.72
C (-0.6059, -2.0837, 1.9309)  -0.26
C (0.8137, 1.8213, -1.7989)  -0.21
C (0.9711, -1.6390, 3.6993)  -0.26
C (-0.2231, -0.9374, 1.2195)  -0.35
C (-0.4456, 2.3267, -2.5027)  -0.54
H (-1.3737, -2.7268, 1.5139)  0.21
Pt (-1.1478, -0.3237, -0.5505)  0.67
H (1.1233, 0.7479, 1.3164)  0.18
H (1.4247, -1.9067, 4.6463)  0.19
C (1.3809, -0.5043, 3.0161)  -0.24
O (-2.0149, 1.8371, -0.7639)  -0.82

4.
Formula: C9H11BN2O2
Source: the Open Molecules 2025 dataset
Level of theory: the ωB97M-V functional and the def2-TZVPD basis

Results
DFT total energy in eV: -17258.53956
SMILES: CC1=C2[C@H]3C(=C[C@H]1B(O)O)NN=C[C@@H]23
Spin multiplicity: 1
Charge: 0
Kohn-Sham gap in eV: 7.64
Relative energy (zero: lowest compared OMol25 entry of this formula, charge and spin) in eV: 7.085
HOMO in eV: -7.63
Lowest unoccupied orbital energy in eV: 0.02

Last column: natural (NBO) charge in e.
Geometry (Å):
H (-0.3120, 2.5564, -0.0266)  0.20
C (1.2172, -1.0066, -0.4841)  -0.06
H (-1.6212, -1.6674, 0.8818)  0.22
H (-0.9935, 0.5405, 1.2216)  0.26
H (-0.3700, -2.7938, 0.6190)  0.23
C (2.6646, -0.7182, -0.4958)  -0.28
H (3.2428, -1.5153, -1.0367)  0.23
C (-0.9711, 0.4360, 0.0277)  -0.58
C (-0.5868, -1.8448, 0.9990)  -0.67
B (-2.7033, 0.8592, -0.2643)  1.16
H (4.1265, 0.0416, 1.2307)  0.22
H (-4.3847, 0.0486, -0.9496)  0.49
H (-3.9065, 2.3947, 0.2913)  0.51
H (1.9570, -0.2008, -2.4912)  0.23
O (-3.5657, -0.1723, -0.5906)  -0.90
H (2.1919, 3.0728, -0.2441)  0.37
N (3.2938, 1.4509, 0.2484)  -0.22
C (-0.0026, 1.5442, -0.3812)  -0.22
O (-3.0366, 2.0559, 0.1706)  -0.90
C (1.7476, 0.0020, -1.4349)  -0.30
C (3.4350, 0.1723, 0.4067)  0.00
C (1.2705, 1.4032, -0.9501)  0.15
N (2.3965, 2.1421, -0.6079)  -0.46
C (-0.0523, -0.8129, 0.1185)  0.10
H (-0.2037, -1.9932, 1.9983)  0.22

5.
Formula: C9H11Br12Cl3N2
Source: the Open Molecules 2025 dataset
Level of theory: the ωB97M-V functional and the def2-TZVPD basis

Results
DFT total energy in eV: -890565.62278
Spin multiplicity: 1
Charge: 0
Kohn-Sham gap in eV: 9.16
HOMO in eV: -9.90
Lowest unoccupied orbital energy in eV: -0.74

Last column: natural (NBO) charge in e.
Geometry (Å):
Cl (2.6768, 0.6264, -1.8406)  -0.01
H (-0.5557, 3.2621, -0.9566)  0.26
C (-1.5874, 3.0796, -1.3584)  -0.73
Br (3.3315, 0.9713, 4.2842)  0.12
Br (-2.3572, 3.1367, 6.6028)  0.09
C (-0.1872, -4.1340, -1.9062)  -0.46
Br (-0.3581, 3.1115, 4.1159)  0.09
Br (-1.6836, -3.9325, -0.6121)  0.07
H (-1.8080, 1.9257, -1.5296)  0.26
H (-0.6541, -1.7494, 0.5999)  0.26
H (2.0855, -1.0970, 4.4127)  0.25
N (0.1275, -1.1265, 3.4366)  -0.39
Br (-2.6949, -2.3353, -6.7742)  0.11
Br (3.4970, -1.6778, 2.3689)  0.04
C (-0.0590, -0.9386, 2.3055)  0.34
H (0.8851, -0.7599, 0.6136)  0.26
Br (-1.4747, 0.1032, -5.2386)  0.13
N (-2.9078, 3.6410, 0.8483)  -0.33
C (2.8409, 1.6901, -3.2582)  -0.31
C (-1.2484, 2.0289, 5.4553)  -0.50
H (3.8766, 1.5164, -3.6575)  0.24
H (-1.8276, 1.2325, 4.9678)  0.24
Br (4.2006, -1.9229, 5.4154)  0.07
C (-2.0874, -1.6346, -5.1258)  -0.54
H (-1.2982, -2.1917, -4.6513)  0.23
Cl (1.7075, 1.1496, -4.4351)  0.05
C (3.1209, -0.9039, 4.1512)  -0.49
Br (0.7456, -2.4736, -2.2618)  0.08
Br (-0.9558, -4.7188, -3.6242)  0.09
Br (-3.5383, -1.8966, -3.8766)  0.06
H (0.5610, -4.7729, -1.4498)  0.23
Cl (2.6775, 3.3781, -2.7873)  0.03
C (-2.3702, 3.4669, -0.1636)  0.27
H (-0.7158, -0.0288, 0.7058)  0.24
C (-0.1691, -0.8339, 0.8991)  -0.72
Br (0.0004, 1.0561, 6.5276)  0.09
H (-1.7957, 3.7526, -2.2033)  0.26

6.
Formula: C9H11ClI2
Source: the Open Molecules 2025 dataset
Level of theory: the ωB97M-V functional and the def2-TZVPD basis

Results
DFT total energy in eV: -38233.19131
Spin multiplicity: 1
Charge: 0
Kohn-Sham gap in eV: 8.51
HOMO in eV: -8.71
Lowest unoccupied orbital energy in eV: -0.20

Last column: natural (NBO) charge in e.
Geometry (Å):
C (-0.3675, -0.6932, 1.8985)  -0.07
H (2.1710, 1.1882, -2.1727)  0.23
C (1.6311, 0.0564, 0.4868)  -0.24
H (-1.4746, -2.0349, 2.8403)  0.22
H (-0.3812, -1.5543, -1.6431)  0.23
H (0.2405, 2.4727, -0.3589)  0.23
C (-0.2434, -1.0131, -0.7048)  -0.14
C (-1.3032, -0.9904, 2.9456)  -0.38
C (-0.1868, 1.5014, -0.5323)  -0.64
H (-1.0295, -0.8934, 4.0089)  0.24
C (-0.7034, -1.3796, 0.5584)  -0.22
H (2.0648, -0.5263, -2.0617)  0.22
H (1.1097, 0.6580, 2.6300)  0.23
I (2.5718, -1.9479, 0.3258)  0.14
H (-0.7205, 1.6565, -1.5078)  0.22
C (1.4917, 0.3929, -2.0683)  -0.62
C (0.7145, 0.2763, -0.6973)  -0.21
H (-1.0091, 1.5523, 0.2610)  0.23
I (3.0927, 1.6077, 0.6787)  0.19
C (0.7637, -0.0003, 1.8318)  -0.22
H (-1.4788, -2.1626, 0.6071)  0.21
H (0.8086, 0.3607, -2.9242)  0.22
Cl (-2.8314, -0.0458, 2.6974)  -0.07